Below is a 3-piece molecular cluster, C33H40ClF2INO6P2S overall in a non-equilibrium geometry, with properties calculated with ωB97M-V/def2-TZVPD.

The geometry in XYZ format:
```
87
Properties=species:S:1:pos:R:3
C 2.9551 -7.4518 -3.1332
H 0.9785 7.6399 6.8750
H -0.5531 -3.5006 0.1762
H -0.9681 1.4571 1.2390
C 2.9831 1.0320 -5.1276
H -1.7983 3.6822 -0.9232
C 0.5078 3.5962 -1.8922
C 3.6550 1.5324 -3.8065
H -0.6547 3.7140 6.2556
Cl 2.0653 -0.2788 -0.6757
C 1.4731 6.6964 5.0076
C -0.8597 4.2448 0.9972
H -1.8919 1.8892 -3.1550
C 0.6169 -1.2375 -1.3283
C 1.3272 5.5610 4.2170
C 0.7154 2.2388 -4.2595
H -2.5830 2.3183 1.3201
P -2.7760 -2.1890 -1.1405
O -2.5007 -2.2839 4.3141
C 0.8605 6.7556 6.2570
O -3.6311 1.1171 -3.9518
C -2.9605 1.4812 -2.9560
C -2.6170 -0.6419 1.8133
C 3.0486 -7.1399 -4.4807
C -3.4788 1.4991 -1.4553
H -0.0252 3.7786 1.6499
F 0.4163 3.4067 3.9135
C 2.8879 2.3651 -2.7166
P -3.0371 -0.8054 3.6367
H -5.0036 -1.7653 3.2353
H 3.5463 0.4105 -5.9046
H 4.7550 1.2165 -3.6694
O -4.7708 -0.8955 3.6601
N -1.6172 -1.0174 1.0054
H 2.2136 -4.3601 -1.9496
H 3.4539 2.6797 -1.7810
C -0.4980 -1.7188 1.6760
H 2.5908 -6.6778 -1.1607
I -4.8680 -1.7068 -2.3153
C 1.0550 -3.9178 1.7974
H -4.5626 1.1039 -1.3518
C -0.0574 4.5536 5.9194
S -3.9313 0.2775 0.8922
C -1.7918 1.9026 0.5885
H -3.6093 2.6183 -1.1771
C 1.3997 2.7220 -2.9286
H 2.0638 7.5334 4.6514
H 0.9699 1.0762 -6.3291
H -0.3808 2.4733 -4.5195
H 1.1365 4.5170 -1.6391
C -2.5781 0.8178 -0.3395
H 0.5602 -3.7876 4.0442
C -1.1290 3.1338 -0.1817
C 1.4808 1.4080 -5.3505
H -0.3751 5.7307 7.6892
H 2.9317 -5.6278 -5.9915
H -0.5068 0.6678 -1.6838
H 0.9902 -5.0671 1.7080
H -3.2086 -4.1354 -0.0565
C 2.8476 -5.8451 -4.9331
H -0.4971 -1.6953 2.8152
O 0.2145 2.8573 -0.6919
F 3.3390 -8.1079 -5.3619
H 2.3554 -4.0863 3.7082
H -0.5236 5.2499 0.5821
H 1.9131 -3.5425 1.1408
C 1.4221 -3.5492 3.3115
H -1.1658 -3.8323 1.8673
H -1.1921 -0.8040 -2.5091
C -0.7306 -0.4427 -1.5045
C 2.4489 -5.1427 -2.6630
C -0.3320 -3.2848 1.2748
O 0.8558 -2.4262 -1.6126
H -0.3897 3.9484 -2.5004
H 0.5053 -1.2230 1.3698
C 0.5615 4.5029 4.6806
H -1.7756 4.3115 1.6958
H -3.2694 -2.8998 4.4173
C 0.0980 5.6846 6.7142
C 2.6588 -6.4463 -2.2184
H 2.3728 -3.8275 -4.3639
H 3.1135 -8.4731 -2.8072
C -1.8976 -0.6202 -0.4198
C 2.5406 -4.8425 -4.0190
H 1.8032 5.4933 3.2454
O -3.3185 -3.1867 0.1881
H 1.6273 -2.4119 3.3857
```

Computed properties:
**Total charge**: +1
**Kohn-Sham gap**: 6.057 eV
**Spin multiplicity**: 1